1.
A cluster of 3 separate species, C23H49FN2O9 in total. Source: the OMol25 dataset; level of theory: the ωB97M-V functional and the def2-TZVPD basis.

XYZ file:
```
84
Properties=species:S:1:pos:R:3:mulliken_charge:R:1
C -1.7949 1.2221 1.9941 -0.221
O -1.8089 1.8674 0.7300 -0.388
C -3.0922 1.8769 0.1259 -0.655
C -3.8112 0.4903 0.0590 0.159
C -5.1557 0.4988 0.8646 -0.546
C -5.9934 -0.8074 0.6128 -0.844
C -5.7479 -1.8900 1.7080 -1.026
C -4.2375 -2.3098 1.7687 0.231
C -4.0992 -3.5528 2.6915 -0.648
O -3.1117 -4.5048 2.2510 -0.358
C -1.8992 -3.9703 2.1613 0.704
O -1.4920 -3.0655 2.7926 -0.460
O -1.0589 -4.5984 1.2600 -0.378
C -0.6876 -3.7169 0.1984 0.280
C 0.8286 -3.8897 -0.0265 0.303
O 1.5850 -3.0366 -0.0631 -0.387
F 1.2193 -5.1811 -0.1447 -0.282
H -0.8376 1.4896 2.4840 0.218
H -2.6180 1.5240 2.6725 0.224
H -1.7689 0.1151 1.8883 -0.069
H -2.9278 2.1923 -0.9249 0.298
H -3.7699 2.6548 0.5498 0.339
H -3.1664 -0.3635 0.3153 -0.347
H -4.1217 0.3293 -0.9955 0.446
H -4.9998 0.6873 1.9430 0.196
H -5.7644 1.3220 0.4404 0.426
H -5.7677 -1.2133 -0.3928 0.358
H -7.0650 -0.5278 0.6549 0.341
H -6.0905 -1.5510 2.7024 0.305
H -6.2961 -2.8133 1.4249 0.474
H -3.9497 -2.6120 0.7414 0.210
H -3.6290 -1.4667 2.1400 0.123
H -5.0674 -4.0856 2.6517 0.438
H -3.9448 -3.2612 3.7487 0.252
H -0.9369 -2.6639 0.3952 0.036
H -1.1853 -4.0105 -0.7521 0.250
C 3.3377 -4.0990 -2.2064 -0.721
O 4.0666 -3.3985 -3.2027 -0.364
C 4.4720 -4.2083 -4.3010 -0.765
C 3.6877 -3.8546 -5.5546 -0.189
N 2.2936 -4.2739 -5.4403 -0.308
C 1.4141 -3.7237 -6.4720 -0.698
C 1.2586 -2.2029 -6.5497 -0.467
O 0.5748 -1.6254 -5.4483 -0.420
C 1.3742 -1.3915 -4.3008 -0.406
H 3.2539 -3.4528 -1.3420 0.345
H 2.3270 -4.3389 -2.5530 0.203
H 3.8549 -5.0153 -1.9077 0.352
H 4.4023 -5.2760 -4.0702 0.391
H 5.5271 -3.9796 -4.4820 0.407
H 4.1424 -4.3525 -6.4165 0.392
H 3.7742 -2.7719 -5.6975 0.160
H 1.9357 -3.9894 -4.5389 -0.006
H 0.4215 -4.1470 -6.2918 0.375
H 1.7410 -4.0985 -7.4478 0.389
H 0.6352 -1.9898 -7.4229 0.342
H 2.2096 -1.6883 -6.7288 0.344
H 2.4030 -1.1279 -4.5573 0.266
H 1.3585 -2.2591 -3.6365 0.057
H 0.9345 -0.5589 -3.7490 0.302
C 4.7704 5.4348 1.9196 -0.711
O 4.2411 6.0591 3.0765 -0.336
C 3.3424 7.1285 2.7944 -0.795
C 1.9123 6.7501 3.1464 -0.181
N 1.3879 5.7443 2.2275 -0.315
C 0.1336 5.1287 2.6640 -0.702
C 0.1314 4.3531 3.9840 -0.634
O 0.8842 3.1506 3.9605 -0.383
C 2.2771 3.3135 4.1647 -0.595
H 5.5817 4.7804 2.2375 0.234
H 4.0160 4.8213 1.4183 0.298
H 5.1725 6.1724 1.2197 0.337
H 3.4251 7.4677 1.7570 0.404
H 3.6426 7.9616 3.4375 0.391
H 1.2829 7.6437 3.0967 0.371
H 1.9167 6.3890 4.1808 0.165
H 2.0742 5.0112 2.1124 0.069
H -0.1626 4.4331 1.8729 0.443
H -0.6404 5.9025 2.7055 0.380
H -0.9019 4.0455 4.1708 0.402
H 0.4181 4.9728 4.8415 0.387
H 2.5043 4.1369 4.8462 0.298
H 2.7918 3.4544 3.2114 0.182
H 2.6624 2.3904 4.6010 0.307
```

The calculation puts the LUMO energy at 0.5292 eV. The SMILES is COCCCCCCCOC(=O)OCC(=O)F.COCCNCCOC.COCCNCCOC. The value obtained for the orbital gap is 9.13 eV. The multiplicity is 1. The total charge is 0. The largest force on an atom is 4.089 eV/Å.

***

2.
The molecule C5H11NO. Source: the OMol25 dataset; level of theory: the ωB97M-V functional and the def2-TZVPD basis.

XYZ file:
```
18
Properties=species:S:1:pos:R:3:mulliken_charge:R:1
C -1.8908 -0.1838 0.8742 -1.439
C -0.6708 -0.1699 -0.1137 0.973
C -1.0378 -1.0503 -1.2689 -1.497
C 0.7883 -0.5257 0.3644 -0.754
C 1.8181 0.7679 0.6654 0.434
N 2.0876 1.6933 -0.2593 -0.348
O 2.4988 0.7812 1.7168 -0.612
H -2.1970 -1.0774 1.5052 0.294
H -2.7725 0.1155 0.3013 0.357
H -1.6137 0.5693 1.5168 0.460
H -0.6001 0.8924 -0.4590 0.050
H -0.1843 -0.9053 -2.0160 0.362
H -1.0438 -2.1593 -1.0441 0.294
H -2.0126 -0.7467 -1.7181 0.385
H 1.4531 -1.1873 -0.3155 0.315
H 0.8769 -1.0446 1.3275 0.282
H 3.0602 2.0088 -0.2471 0.230
H 1.4406 2.2218 -0.8299 0.212
```

The calculation puts the LUMO energy at 0.8134 eV. The SMILES is CC(C)CC(N)=O. The value obtained for the orbital gap is 10.32 eV. The multiplicity is 1. The total charge is 0. The largest force on an atom is 3.882 eV/Å.

***

3.
The molecule C5H10O. Source: the OMol25 dataset; level of theory: the ωB97M-V functional and the def2-TZVPD basis.

XYZ file:
```
16
Properties=species:S:1:pos:R:3:mulliken_charge:R:1
C 1.4831 0.8201 -0.5297 -1.340
C 0.8991 0.0080 0.6089 0.399
O 1.1235 -1.4014 0.4067 -0.446
C -0.2649 -1.6148 0.1178 -0.520
C -0.6315 -0.2045 0.6063 0.178
C -1.5065 0.6923 -0.2504 -1.415
H 2.5694 0.6930 -0.5534 0.352
H 1.2571 1.8873 -0.4207 0.311
H 1.0846 0.4759 -1.4897 0.290
H 1.3188 0.3342 1.5687 0.304
H -0.4379 -1.7727 -0.9580 0.254
H -0.6747 -2.4673 0.6726 0.282
H -1.0176 -0.2378 1.6301 0.339
H -1.4774 1.7239 0.1199 0.317
H -2.5510 0.3628 -0.2353 0.391
H -1.1740 0.7011 -1.2938 0.304
```

The calculation puts the LUMO energy at 1.0990 eV. The SMILES is C[C@@H]1OC[C@@H]1C. The value obtained for the orbital gap is 10.63 eV. The multiplicity is 1. The total charge is 0. The largest force on an atom is 0.392 eV/Å.

***

4.
A cluster of 3 separate species, C21H36F2N2O7P2 in total. Source: the OMol25 dataset; level of theory: the ωB97M-V functional and the def2-TZVPD basis.

XYZ file:
```
70
Properties=species:S:1:pos:R:3:mulliken_charge:R:1
C -1.3650 1.3095 0.0771 -1.290
C -0.5016 0.6020 -0.7124 -0.711
P -0.8182 0.1476 -2.4971 1.192
C -2.5336 0.3643 -3.1646 -0.488
C -3.7160 0.2808 -2.1723 -0.773
O -4.2095 -1.0380 -1.9337 -0.530
N 0.6200 -0.4420 -3.3234 -0.548
C 0.5309 -1.2216 -4.3144 1.100
C 1.5995 -2.3288 -4.4244 -1.494
C -0.4459 -1.1641 -5.4798 -1.143
N -0.3396 1.8888 -2.9692 -0.125
C 0.7289 2.4427 -2.2167 0.216
O 1.8305 2.1231 -2.1556 -0.386
F 0.3615 3.5517 -1.5133 -0.306
C -0.0664 2.1041 -4.3257 0.314
O -0.8467 2.4023 -5.1156 -0.449
F 1.2072 2.0211 -4.7940 -0.250
P -1.1856 -1.8861 -1.7000 -0.062
C -2.0743 -3.0330 -2.8591 -0.591
C -1.2747 -4.2827 -3.3689 -0.983
C 0.2802 -2.6474 -0.8634 -0.598
C -0.2344 -3.3929 0.4303 -1.207
H -1.9443 0.9146 0.9217 0.552
H -1.5410 2.3683 -0.1889 0.232
H 0.4291 0.2502 -0.2350 0.479
H -2.5897 1.3816 -3.5893 0.573
H -2.7856 -0.2944 -4.0120 0.491
H -3.5669 0.7857 -1.2069 0.250
H -4.5501 0.8268 -2.6572 0.399
H -4.1006 -1.1909 -0.9861 0.380
H 2.4780 -1.8525 -4.9012 0.407
H 1.9323 -2.6513 -3.4310 0.282
H 1.2569 -3.1824 -5.0253 0.346
H 0.1692 -1.0903 -6.3981 0.430
H -1.0389 -2.0851 -5.6092 0.275
H -1.0854 -0.2694 -5.4888 0.248
H -2.5079 -2.5491 -3.7476 0.446
H -2.9475 -3.4225 -2.3126 0.610
H -1.8807 -5.1993 -3.3442 0.328
H -0.3029 -4.4413 -2.8834 0.216
H -1.0488 -4.1113 -4.4395 0.183
H 1.0093 -1.9003 -0.5187 0.516
H 0.8452 -3.3893 -1.4508 0.518
H -0.5171 -4.4322 0.1896 0.304
H 0.4885 -3.3563 1.2548 0.332
H -1.1798 -2.8953 0.7005 0.299
O -1.9326 -1.6771 3.1143 -0.596
C -1.2212 -0.8190 3.5541 0.452
C 0.2717 -0.9168 3.7827 -0.476
C 0.5416 0.2776 4.6916 -0.044
C -0.5460 1.2463 4.2706 -0.367
O -1.6610 0.4207 3.8804 -0.373
H 0.7824 -0.8219 2.8216 0.158
H 0.5301 -1.8591 4.2600 0.368
H 1.5389 0.6851 4.5956 0.176
H 0.3963 -0.0128 5.7327 0.236
H -0.2501 1.8564 3.4121 0.179
H -0.8466 1.9030 5.0816 0.348
O 1.1516 2.3228 6.4530 -0.547
C 2.1515 2.8545 6.0601 0.564
C 3.0095 3.8321 6.8343 -0.542
C 3.8638 4.4532 5.7368 -0.488
C 3.9468 3.3294 4.7206 -0.484
O 2.7005 2.6214 4.8393 -0.327
H 3.6114 3.2782 7.5567 0.274
H 2.3946 4.5726 7.3393 0.311
H 4.8391 4.7974 6.0774 0.331
H 3.3391 5.3069 5.3031 0.269
H 4.7621 2.6342 4.9341 0.274
H 4.0580 3.6994 3.7033 0.317
```

The calculation puts the LUMO energy at -0.3718 eV. The SMILES is C=CP(CCO)(N=C(C)C)(N(C(=O)F)C(=O)F)P(CC)CC.O=C1CCCO1.O=C1CCCO1. The value obtained for the orbital gap is 6.65 eV. The multiplicity is 1. The total charge is 0. The largest force on an atom is 4.418 eV/Å.

***

5.
A structure of composition C18H36FMgO18. Source: the OMol25 dataset; level of theory: the ωB97M-V functional and the def2-TZVPD basis.

XYZ file:
```
74
Properties=species:S:1:pos:R:3:mulliken_charge:R:1
Mg -5.5631 6.0184 7.3625 1.457
F -5.5416 4.2263 7.9715 0.067
C -5.5023 8.2069 12.1466 -0.775
O -5.3711 8.0726 10.7309 -0.317
C -4.8783 6.9949 10.2112 0.629
O -4.9196 6.8009 9.0428 -0.030
O -4.3436 6.1995 11.0601 -0.415
C -3.7898 4.9486 10.5889 -0.380
H -6.1836 7.4522 12.5422 0.316
H -5.8455 9.2066 12.3715 0.262
H -4.5453 8.0160 12.6341 0.336
H -3.4016 4.4130 11.4431 0.371
H -2.8594 5.2150 10.0450 0.307
H -4.3903 4.4238 9.8522 -0.152
C -2.6000 8.3451 5.9558 -0.491
O -1.7874 7.1960 5.9835 -0.411
C -2.3395 6.0554 6.3560 0.659
O -3.4604 5.9338 6.8030 -0.028
O -1.4700 5.1022 6.1586 -0.375
C -1.9805 3.7929 6.2915 -0.529
H -1.9116 9.1838 5.9678 0.301
H -3.2844 8.4342 6.7990 0.081
H -3.1818 8.4082 5.0346 0.256
H -2.0495 3.4274 7.3140 0.260
H -1.3261 3.0621 5.8133 0.371
H -2.9385 3.6664 5.7971 0.136
C -7.3837 1.8817 7.2169 0.055
O -7.4549 1.6696 5.8117 -0.448
C -6.3136 1.7451 5.1619 0.857
O -5.2270 1.8395 5.6457 -0.501
O -6.5668 1.6191 3.8831 -0.370
C -5.4832 1.4504 2.9758 -0.649
H -6.8343 1.0847 7.7065 0.633
H -8.3930 1.9836 7.6165 0.343
H -6.9773 2.8672 7.4828 -0.710
H -4.7943 2.2930 3.0564 0.259
H -5.8793 1.3774 1.9719 0.253
H -4.9399 0.5391 3.2324 0.300
C -8.3086 8.9303 8.7035 -0.497
O -8.7593 7.7695 9.4249 -0.408
C -8.2219 6.6117 9.1409 0.711
O -7.5235 6.3309 8.1894 -0.757
O -8.4725 5.8065 10.1231 -0.404
C -8.0775 4.4586 9.9674 -0.069
H -7.3442 8.7497 8.2285 0.057
H -8.0441 9.6517 9.4787 0.285
H -9.0952 9.2838 8.0521 0.318
H -7.0035 4.3588 10.1803 0.045
H -8.1151 4.1036 8.9372 -0.128
H -8.5849 3.8310 10.6864 0.417
C -5.8639 6.8852 3.2944 -0.635
O -7.0913 6.1752 3.4389 -0.416
C -7.1751 5.4196 4.5194 0.514
O -6.3396 5.3643 5.3989 -0.472
O -8.3369 4.8250 4.5089 -0.403
C -8.6152 4.0427 5.6795 0.399
H -4.9743 6.2583 3.3871 0.245
H -5.8393 7.7027 4.0154 0.253
H -5.8077 7.2648 2.2775 0.338
H -7.8328 3.2878 5.7791 -0.513
H -9.5328 3.5013 5.4896 0.399
H -8.6104 4.6326 6.5886 -0.047
C -4.4301 1.9218 8.8729 0.092
O -3.9042 1.0598 9.8584 -0.405
C -4.1355 1.2921 11.1332 0.786
O -4.6679 2.2879 11.5588 -0.590
O -3.5565 0.3503 11.8683 -0.356
C -3.8210 0.3484 13.2776 -0.685
H -5.3760 2.3253 9.2199 -0.081
H -4.5830 1.4336 7.9135 0.391
H -3.6995 2.6859 8.5989 -0.174
H -4.7333 0.9017 13.5014 0.323
H -3.0319 0.9076 13.7891 0.273
H -3.8698 -0.6703 13.6401 0.263
```

The calculation puts the LUMO energy at -2.5335 eV. The value obtained for the orbital gap is 10.03 eV. The multiplicity is 1. The total charge is +1. The largest force on an atom is 3.529 eV/Å.

***

6.
The molecule C22H24ClN3O6. Source: the OMol25 dataset; level of theory: the ωB97M-V functional and the def2-TZVPD basis.

XYZ file:
```
56
Properties=species:S:1:pos:R:3:mulliken_charge:R:1
C -3.0039 -0.8629 1.9387 -0.552
O -3.1334 -1.5500 0.7045 -0.391
C -2.9823 -2.9429 0.7932 -0.672
C -1.5794 -3.4078 1.2201 -1.050
N -0.5040 -2.8569 0.4356 0.334
C 0.4323 -2.0332 0.9800 0.463
O 0.3408 -1.4546 2.0334 -0.658
N 1.5278 -2.0073 0.1032 0.428
C 2.6706 -1.1910 0.2673 0.258
C 3.1667 -0.9059 1.5331 -0.342
C 4.2787 -0.0946 1.6677 -0.909
C 4.8961 0.4148 0.5367 0.552
Cl 6.2865 1.4266 0.7046 -0.225
C 4.4056 0.1320 -0.7294 -1.124
C 3.2864 -0.6667 -0.8648 0.082
C 1.3624 -2.9011 -0.9326 0.103
O 2.1868 -3.2579 -1.7245 -0.603
C -0.1036 -3.3306 -0.8623 -0.279
C -0.8221 -2.5991 -2.0188 -0.951
C -0.4337 -1.1169 -1.9743 0.150
O 0.5196 -0.6967 -2.5960 -0.599
N -1.2135 -0.3820 -1.1530 0.295
C -1.0818 0.9834 -0.8507 -0.648
C 0.1409 1.6414 -0.9332 -0.094
C 0.2022 2.9870 -0.5993 0.142
O 1.3314 3.7410 -0.6463 -0.508
C 2.5321 3.1293 -1.0565 -0.637
C -0.9406 3.6668 -0.1731 -0.431
C -2.1512 3.0003 -0.0875 0.548
O -3.3221 3.5644 0.3202 -0.443
C -3.3210 4.9293 0.6642 -0.907
C -2.2207 1.6522 -0.4339 -0.716
H -3.3528 0.1518 1.7619 0.194
H -1.9639 -0.8295 2.2732 0.173
H -3.6255 -1.3342 2.7063 0.375
H -3.7043 -3.3613 1.5105 0.479
H -3.2249 -3.3252 -0.2018 0.296
H -1.5506 -4.5018 1.1625 0.388
H -1.3914 -3.1029 2.2529 0.459
H 2.6780 -1.3005 2.4084 0.468
H 4.6669 0.1368 2.6468 0.434
H 4.8905 0.5407 -1.6016 0.414
H 2.8835 -0.8773 -1.8427 0.369
H -0.2246 -4.4141 -0.9577 0.581
H -0.4572 -3.0146 -2.9588 0.528
H -1.9004 -2.7325 -1.9495 0.423
H -2.0151 -0.8221 -0.7068 0.242
H 1.0104 1.1012 -1.2612 0.479
H 2.4493 2.7211 -2.0680 0.314
H 2.8302 2.3327 -0.3681 0.203
H 3.2825 3.9182 -1.0435 0.310
H -0.8328 4.7083 0.0781 0.518
H -2.6576 5.1288 1.5115 0.348
H -3.0261 5.5559 -0.1832 0.363
H -4.3466 5.1629 0.9460 0.242
H -3.1713 1.1471 -0.3815 0.782
```

The calculation puts the LUMO energy at 0.4749 eV. The SMILES is COCCN1C(=O)N(c2ccc(Cl)cc2)C(=O)[C@@H]1CC(=O)Nc1cc(OC)cc(OC)c1. The value obtained for the orbital gap is 8.69 eV. The multiplicity is 1. The total charge is 0. The largest force on an atom is 0.647 eV/Å.